C36H101N7O15 | the ωB97M-V functional and the def2-TZVPD basis

Computed properties:
**HOMO**: -9.11 eV
**Net charge**: 0
**Energy above the lowest of the compared OMol25 structures with the same formula, charge and spin**: 617.9 kJ/mol
**Calculated total energy**: -80102.519 eV
**LUMO**: 0.3 eV
**Structure (SMILES)**: COC[C@H](C)N.COC[C@H](C)N.COC[C@H](C)N.COC[C@H](C)N.COC[C@H](C)N.COC[C@H](C)N.COC[C@H](C)N.OCCO.OCCO.OCCO.OCCO

```
159
C36H101N7O15 the ωB97M-V functional and the def2-TZVPD basis
O 11.781 -10.913 23.601
O 12.283 -12.891 27.355
O 8.127 -16.980 22.762
O 19.033 -7.367 27.745
O 8.461 -14.946 27.708
O 15.806 -16.192 29.496
O 13.806 -5.973 27.883
O 8.858 -14.529 24.151
O 17.046 -9.454 30.259
O 12.506 -7.138 30.732
O 15.897 -6.454 22.775
O 14.163 -18.578 32.280
O 14.115 -14.601 21.309
O 9.233 -11.892 24.500
O 19.592 -7.875 30.772
N 15.692 -12.794 22.681
N 12.079 -16.029 30.677
N 16.576 -17.559 26.118
N 14.917 -6.814 25.363
N 20.764 -4.891 28.155
N 13.993 -10.467 28.344
N 9.543 -16.982 25.559
C 8.022 -14.561 22.989
C 14.177 -6.879 29.006
C 13.736 -17.668 31.294
C 11.570 -11.664 24.828
C 14.129 -14.725 22.751
C 17.844 -17.929 28.101
C 8.603 -14.361 29.032
C 17.945 -9.621 31.348
C 13.581 -13.001 27.929
C 11.523 -14.114 27.097
C 15.414 -14.100 23.252
C 20.514 -4.305 25.999
C 15.071 -15.241 20.555
C 16.437 -15.221 30.228
C 7.186 -15.931 22.961
C 16.985 -5.579 22.901
C 8.574 -16.297 27.774
C 15.112 -19.492 31.795
C 15.936 -16.152 28.060
C 15.648 -14.231 24.774
C 15.877 -11.987 28.116
C 12.435 -16.966 31.649
C 7.980 -18.403 26.656
C 15.964 -7.779 23.429
C 18.541 -8.263 31.694
C 15.832 -8.921 25.665
C 19.691 -6.607 26.718
C 16.064 -7.652 24.955
C 16.437 -17.571 27.555
C 10.167 -11.367 25.408
C 13.624 -6.349 30.435
C 14.432 -11.716 27.760
C 11.347 -17.979 31.898
C 19.297 -8.785 27.759
C 19.794 -5.109 27.098
C 8.327 -16.974 26.420
H 15.017 -15.753 27.630
H 11.078 -11.166 22.998
H 16.434 -11.095 27.830
H 10.153 -17.291 26.302
H 20.312 -8.999 28.093
H 8.391 -11.488 24.718
H 15.978 -12.297 29.156
H 11.129 -18.649 31.066
H 8.648 -18.862 27.385
H 17.382 -18.108 25.856
H 8.917 -13.636 24.500
H 11.833 -7.138 30.047
H 10.039 -10.294 25.554
H 17.212 -5.266 23.920
H 9.890 -16.080 25.265
H 8.492 -14.286 22.045
H 18.833 -4.804 27.512
H 15.200 -12.090 23.214
H 10.493 -13.972 26.772
H 16.658 -14.328 29.644
H 8.453 -17.278 23.615
H 9.520 -16.636 28.195
H 15.169 -12.760 21.818
H 14.684 -20.012 30.938
H 15.047 -6.180 24.587
H 20.676 -3.245 26.198
H 16.788 -15.516 27.818
H 20.734 -5.735 28.710
H 14.446 -9.692 27.881
H 16.289 -9.826 25.265
H 17.803 -6.201 22.537
H 16.315 -12.738 27.459
H 7.439 -16.521 25.978
H 10.030 -11.761 26.415
H 13.568 -13.375 28.953
H 21.461 -4.714 25.648
H 6.553 -15.750 22.092
H 7.878 -16.741 28.486
H 17.696 -17.810 29.175
H 7.306 -13.740 23.030
H 12.686 -15.234 30.823
H 17.019 -7.195 25.213
H 19.183 -7.793 29.907
H 15.357 -16.180 21.029
H 13.003 -10.310 28.225
H 16.007 -18.927 31.537
H 19.224 -9.121 26.725
H 11.142 -15.701 30.859
H 16.829 -10.336 29.947
H 14.058 -7.275 25.098
H 17.565 -10.165 32.213
H 16.163 -9.026 26.697
H 19.855 -4.219 25.135
H 13.291 -5.312 30.413
H 12.614 -16.264 32.463
H 16.648 -13.845 24.971
H 9.675 -14.494 29.180
H 13.805 -7.877 28.771
H 15.243 -7.074 29.124
H 15.276 -20.265 32.546
H 18.522 -17.159 27.734
H 6.946 -18.502 26.987
H 15.594 -15.269 25.100
H 16.782 -8.410 23.082
H 17.769 -7.503 31.813
H 20.644 -7.063 26.452
H 11.665 -18.636 32.707
H 6.658 -15.999 23.912
H 14.967 -13.629 25.377
H 11.590 -14.814 27.930
H 14.464 -6.308 31.129
H 17.361 -15.739 30.488
H 15.001 -8.226 23.182
H 8.279 -13.329 28.900
H 8.080 -14.843 29.859
H 14.014 -13.870 27.434
H 16.283 -14.630 22.861
H 15.946 -14.592 20.582
H 18.990 -8.400 32.677
H 14.532 -11.562 26.686
H 15.717 -17.948 25.758
H 20.587 -4.164 28.834
H 14.124 -15.779 23.032
H 14.439 -16.838 31.368
H 12.399 -11.372 25.472
H 19.224 -6.785 25.749
H 18.283 -18.914 27.946
H 18.735 -10.205 30.876
H 13.220 -14.283 23.160
H 14.797 -9.262 25.697
H 14.294 -6.346 27.145
H 11.706 -12.733 24.664
H 13.816 -18.006 30.261
H 16.001 -14.972 31.196
H 8.062 -18.980 25.736
H 18.522 -9.387 28.233
H 15.707 -18.308 27.887
H 10.428 -17.522 32.266
H 16.787 -4.742 22.231
H 12.054 -14.662 26.319
H 14.744 -15.377 19.525
```